No. 1
Entry from the OMol25 dataset: a single C2H7N3O2 molecule (ωB97M-V with the def2-TZVPD basis set).

Output
Maximum force ... 0.08127 hartree/bohr
E ... -10750.132 eV
Molar mass ... 105.10 Da
HOMO energy ... -8.66 eV
LUMO ... 0.033 Ha
Kohn-Sham gap ... 9.6 eV
ΔE to the lowest compared entry with this formula, charge and spin ... 380.52 kJ/mol
SMILES string ... CN(O)/C(O)=N/N

```
14
C2H7N3O2 (ωB97M-V with the def2-TZVPD basis set)
C -2.1775 -0.0167 0.3921
N -0.8048 0.3234 0.7006
O -0.6036 1.7401 1.0185
C 0.2513 -0.2026 0.0157
O 0.0002 -1.3236 -0.6896
N 1.4463 0.3242 -0.0384
N 2.3574 -0.3983 -0.7576
H -2.4345 0.2781 -0.6305
H -2.8567 0.4937 1.0828
H -2.3481 -1.0921 0.5063
H 0.3678 1.8521 1.0531
H 0.8506 -1.5153 -1.1272
H 3.1097 -0.7043 -0.1288
H 2.8419 0.2411 -1.3971
```

No. 2
Entry from the OMol25 dataset: a 2-piece molecular cluster, C2H7N3O2 overall (ωB97M-V with the def2-TZVPD basis set).

Output
Maximum force ... 0.05032 hartree/bohr
E ... -10752.864 eV
Molar mass ... 105.10 Da
HOMO energy ... -8.40 eV
LUMO ... -0.001 Ha
Kohn-Sham gap ... 8.4 eV
ΔE to the lowest compared entry with this formula, charge and spin ... 116.97 kJ/mol

```
14
C2H7N3O2 (ωB97M-V with the def2-TZVPD basis set)
O 1.0773 1.6659 0.8374
C 1.3406 1.1116 1.9822
O 1.3391 1.5157 3.1576
H 1.4666 -0.0593 1.8084
N -1.1078 -1.4315 -1.5146
C -0.5473 -0.3686 -0.9023
N 0.7870 -0.2226 -0.8860
N -1.3043 0.4905 -0.1850
H -0.5002 -2.1450 -1.8747
H -1.9866 -1.7680 -1.2977
H 1.2285 0.5166 -0.1420
H 1.3398 -1.0061 -1.2394
H -2.2806 0.3890 -0.0410
H -0.8522 1.3117 0.2969
```

Repeat the second record exactly.
Entry from the OMol25 dataset: a 2-piece molecular cluster, C2H7N3O2 overall (ωB97M-V with the def2-TZVPD basis set).

Output
Maximum force ... 0.05032 hartree/bohr
E ... -10752.864 eV
Molar mass ... 105.10 Da
HOMO energy ... -8.40 eV
LUMO ... -0.001 Ha
Kohn-Sham gap ... 8.4 eV
ΔE to the lowest compared entry with this formula, charge and spin ... 116.97 kJ/mol

```
14
C2H7N3O2 (ωB97M-V with the def2-TZVPD basis set)
O 1.0773 1.6659 0.8374
C 1.3406 1.1116 1.9822
O 1.3391 1.5157 3.1576
H 1.4666 -0.0593 1.8084
N -1.1078 -1.4315 -1.5146
C -0.5473 -0.3686 -0.9023
N 0.7870 -0.2226 -0.8860
N -1.3043 0.4905 -0.1850
H -0.5002 -2.1450 -1.8747
H -1.9866 -1.7680 -1.2977
H 1.2285 0.5166 -0.1420
H 1.3398 -1.0061 -1.2394
H -2.2806 0.3890 -0.0410
H -0.8522 1.3117 0.2969
```